(1)
Entry from the Open Molecules 2025 dataset: a 2-piece molecular cluster, CH4O3 overall in a non-equilibrium geometry (wB97M-V/def2-TZVPD).

Properties
structure (SMILES)	O=CO.O
ΔE to the lowest compared entry with this formula, charge and spin	23.8	kcal/mol
net charge	0

Each line ends with the natural charge from an NBO analysis.
Cartesian coordinates (Å):
O: 4.102 -0.189 -0.595  -0.97
H: 3.477 0.296 -0.010  0.48
H: 4.824 0.454 -0.775  0.46
O: 2.127 0.724 0.423  -0.57
O: 0.000 0.000 0.000  -0.65
C: 1.188 -0.020 0.657  0.68
H: -0.572 -0.663 0.475  0.49
H: 0.953 -0.582 1.582  0.10

---

(2)
Entry from the Open Molecules 2025 dataset: a 13-piece molecular cluster, C23H74N16O13 overall in a non-equilibrium geometry (wB97M-V/def2-TZVPD).

Properties
net charge	0

Each line ends with the Mulliken charge.
Cartesian coordinates (Å):
C: 2.163 -0.849 -5.475  -1.24
C: 3.344 -0.687 -4.557  0.49
C: 3.595 0.830 -4.318  -0.24
O: 4.530 1.377 -5.263  -0.46
C: 4.572 2.789 -5.158  -0.61
N: 3.020 -1.327 -3.271  -0.63
H: 1.257 -0.538 -4.944  0.21
H: 1.949 -1.873 -5.788  0.30
H: 2.199 -0.241 -6.380  0.38
H: 4.248 -1.127 -4.982  0.26
H: 4.085 0.916 -3.342  0.23
H: 2.646 1.372 -4.357  0.17
H: 5.588 3.100 -5.396  0.31
H: 4.333 3.195 -4.171  0.16
H: 3.803 3.153 -5.844  0.29
H: 3.295 -0.627 -2.592  0.27
H: 2.011 -1.396 -3.205  0.24
C: 5.144 0.222 2.855  -1.25
C: 4.476 -0.771 3.788  0.49
C: 2.968 -0.947 3.515  -0.28
O: 2.483 -1.948 4.401  -0.42
C: 1.073 -1.908 4.561  -0.39
N: 5.099 -2.077 3.595  -0.82
H: 6.085 0.435 3.360  0.44
H: 4.468 1.079 2.773  0.29
H: 5.238 -0.143 1.834  0.18
H: 4.484 -0.415 4.825  0.37
H: 2.824 -1.263 2.472  -0.02
H: 2.337 -0.055 3.593  0.22
H: 0.711 -2.814 5.046  0.39
H: 0.457 -1.849 3.658  -0.02
H: 0.709 -1.064 5.154  0.36
H: 4.447 -2.750 3.997  0.32
H: 5.802 -2.059 4.333  0.28
C: -0.585 1.173 3.755  -0.41
C: -1.906 1.800 3.286  -0.60
O: -2.217 1.361 1.984  0.09
H: -0.196 1.522 4.714  0.61
H: 0.252 1.494 3.130  0.15
H: -0.691 0.094 3.848  -0.26
H: -1.910 2.886 3.389  0.62
H: -2.605 1.443 4.051  -0.02
H: -2.899 1.961 1.659  -0.10
C: -1.147 4.342 0.641  -0.53
C: -0.867 5.257 -0.559  -0.25
O: -1.090 6.604 -0.220  -0.56
H: -0.574 4.610 1.534  0.52
H: -0.710 3.365 0.400  -0.15
H: -2.179 4.099 0.898  0.28
H: -1.504 4.853 -1.344  0.20
H: 0.177 5.055 -0.810  0.18
H: -0.457 6.821 0.469  0.36
C: -5.371 0.268 4.251  -1.08
C: -4.278 -0.810 4.428  -0.43
O: -3.587 -0.921 3.158  -0.54
H: -4.967 1.283 4.261  0.21
H: -6.085 0.310 5.076  0.40
H: -5.878 0.117 3.299  0.25
H: -4.629 -1.796 4.720  0.41
H: -3.493 -0.480 5.110  0.37
H: -2.941 -0.216 3.067  -0.22
C: -3.489 2.175 -1.584  0.32
C: -3.625 2.150 -3.114  -0.69
O: -2.495 1.586 -3.726  -0.61
H: -3.177 1.242 -1.110  -0.22
H: -4.393 2.522 -1.078  0.50
H: -2.736 2.915 -1.302  -0.52
H: -3.715 3.189 -3.426  0.42
H: -4.509 1.561 -3.375  0.34
H: -2.533 0.643 -3.512  0.27
C: 0.136 -0.676 0.257  -0.06
O: 0.947 -1.298 -0.456  -0.70
N: -0.697 -1.311 1.084  2.57
N: -0.020 0.674 0.243  2.02
H: -1.320 -0.783 1.665  -1.08
H: -0.622 -2.311 1.203  -0.39
H: -0.833 1.030 0.745  -0.46
H: 0.582 1.327 -0.238  -0.71
C: 0.586 3.594 -3.478  0.32
O: 0.059 4.241 -4.370  -0.75
N: 1.794 3.900 -2.902  -0.09
N: 0.071 2.461 -2.954  0.43
H: 2.248 4.741 -3.211  0.21
H: 2.015 3.346 -2.075  -0.02
H: 0.481 1.962 -2.189  -0.08
H: -0.868 2.251 -3.292  0.19
C: -5.209 -1.002 -0.692  0.50
O: -6.368 -0.821 -0.350  -0.75
N: -4.788 -1.139 -1.947  -0.24
N: -4.237 -1.219 0.233  0.00
H: -3.816 -1.273 -2.171  0.22
H: -5.515 -1.036 -2.635  0.23
H: -4.424 -1.086 1.211  0.03
H: -3.297 -1.467 -0.031  -0.04
C: -1.339 -1.919 -3.311  0.45
O: -1.920 -1.030 -2.708  -0.56
N: -1.772 -2.420 -4.477  -0.41
N: -0.221 -2.539 -2.857  0.07
H: -2.600 -1.999 -4.862  0.25
H: -1.346 -3.228 -4.888  0.15
H: 0.223 -2.290 -1.980  -0.37
H: 0.053 -3.350 -3.381  0.19
C: -0.062 -4.592 0.019  0.59
O: -0.928 -3.937 0.596  -0.82
N: -0.157 -5.899 -0.298  -0.49
N: 1.144 -4.081 -0.264  -0.24
H: 0.668 -6.441 -0.476  0.15
H: -1.018 -6.382 -0.106  0.26
H: 1.278 -3.086 -0.131  -0.06
H: 1.957 -4.645 -0.426  0.21
C: -1.829 -3.919 4.317  0.61
O: -1.948 -3.323 5.389  -0.68
N: -1.180 -5.094 4.194  -0.38
N: -2.104 -3.301 3.160  0.05
H: -0.852 -5.570 5.014  0.24
H: -0.998 -5.466 3.279  0.15
H: -1.973 -3.693 2.240  0.15
H: -2.630 -2.438 3.247  0.03
C: 3.313 1.730 -0.757  0.42
O: 2.166 2.183 -0.748  -0.83
N: 3.561 0.443 -0.455  -0.09
N: 4.377 2.450 -1.088  -0.31
H: 2.758 -0.109 -0.184  -0.38
H: 4.525 0.166 -0.438  0.24
H: 4.240 3.443 -0.992  0.30
H: 5.272 2.009 -0.969  0.19

---

(3)
Entry from the Open Molecules 2025 dataset: a 2-piece molecular cluster, C6H10O overall in a non-equilibrium geometry (wB97M-V/def2-TZVPD).

Properties
ΔE to the lowest compared entry with this formula, charge and spin	82.5	kcal/mol
net charge	0

Each line ends with the natural charge from an NBO analysis.
Cartesian coordinates (Å):
O: 0.741 -1.840 1.194  -0.58
C: 1.695 -1.156 0.863  0.39
C: 1.800 -0.401 -0.391  -0.55
C: 0.406 1.047 0.178  -0.24
C: -0.970 1.062 -0.398  -0.32
C: -1.195 -0.429 -0.591  -0.41
C: -2.190 0.340 0.171  -0.39
H: 2.492 -0.953 1.607  0.11
H: 2.858 -0.104 -0.566  0.21
H: 1.438 -0.930 -1.279  0.22
H: 1.013 1.883 -0.105  0.21
H: 0.361 0.785 1.232  0.20
H: -1.221 1.756 -1.207  0.22
H: -1.266 -0.701 -1.627  0.22
H: -0.533 -1.037 0.027  0.26
H: -3.132 0.524 -0.343  0.22
H: -2.295 0.152 1.236  0.22

---

(4)
Entry from the Open Molecules 2025 dataset: C4H7N2 as an isolated structure in a non-equilibrium geometry (wB97M-V/def2-TZVPD).

Properties
ΔE to the lowest compared entry with this formula, charge and spin	76.6	kcal/mol
net charge	+1

Each line ends with the natural charge from an NBO analysis.
Cartesian coordinates (Å):
C: -1.762 0.565 -0.009  0.26
C: 1.653 -0.183 -0.110  -0.46
C: 0.318 -0.961 0.054  -0.20
C: 0.738 0.995 0.061  0.31
N: -2.600 -0.331 -0.056  -0.52
N: -0.378 0.275 0.046  -0.27
H: -1.703 1.678 0.092  0.18
H: 2.536 -0.364 0.451  0.28
H: 1.807 -0.249 -1.178  0.27
H: 0.043 -1.604 -0.724  0.24
H: 0.268 -1.482 0.978  0.25
H: 0.869 2.106 -0.077  0.26
H: -3.574 -0.015 -0.262  0.41

---

How do the records compare in DFT total energy? In the order shown, they have -7243.6197, -75516.4531, -8427.6644, -7232.4170 eV.
How do the records compare in HOMO level? In the order shown, they have -0.379, -0.332, -0.323, -0.575 Ha.
How do the records compare in HOMO-LUMO gap? In the order shown, they have 10.59, 9.14, 9.36, 9.96 eV.